No. 1
This record from the OMol25 dataset describes an isolated molecule of C25H27N5O4 in a non-equilibrium geometry. The level of theory is the ωB97M-V functional and the def2-TZVPD basis.

As for the SMILES: CCc1ccccc1N(C(=O)Cn1nnc2ccccc21)[C@H](C(=O)NCCOC)c1ccco1.

Last column: Löwdin charge in e.
CARTESIAN COORDINATES (ANGSTROEM)
C (1.74868, 3.52176, -1.76100)  -0.10
H (2.30456, 2.68136, -2.17125)  0.05
H (1.12280, 3.95424, -2.53861)  0.07
H (2.46845, 4.27402, -1.45039)  0.07
C (0.88670, 3.06978, -0.57963)  -0.18
C (1.65208, 2.20023, 0.37961)  -0.16
C (2.83982, 2.65904, 0.94091)  -0.03
C (3.56397, 1.89174, 1.83194)  -0.07
C (3.10276, 0.64010, 2.20507)  -0.07
C (1.92160, 0.16612, 1.67133)  -0.02
C (1.21280, 0.92998, 0.74869)  -0.17
N (-0.01278, 0.38535, 0.26295)  0.06
C (-0.22054, -0.19793, -0.93329)  -0.41
O (-1.28510, -0.71692, -1.22099)  0.08
C (0.90364, -0.16527, -1.96898)  0.00
N (2.22072, -0.39008, -1.46491)  -0.07
C (2.69741, -1.44055, -0.74255)  -0.18
C (2.12513, -2.59286, -0.21730)  -0.01
C (2.96555, -3.41638, 0.49504)  -0.07
C (4.32376, -3.11523, 0.68137)  -0.09
C (4.89572, -1.97614, 0.16820)  -0.02
C (4.06511, -1.12175, -0.55642)  -0.24
N (4.29659, 0.07077, -1.17439)  0.09
N (3.21583, 0.47813, -1.69480)  0.07
H (5.93634, -1.73655, 0.31393)  0.11
H (4.93009, -3.80376, 1.25152)  0.10
H (2.56906, -4.32044, 0.93167)  0.11
H (1.07562, -2.81117, -0.33291)  0.11
H (0.90763, 0.81254, -2.45918)  0.13
H (0.64896, -0.92639, -2.71706)  0.15
C (-1.10640, 0.28893, 1.22461)  -0.07
C (-2.18899, 1.27092, 0.91115)  -0.23
C (-3.19237, 1.76680, 1.69710)  -0.02
C (-3.94380, 2.63884, 0.87287)  -0.05
C (-3.34206, 2.60871, -0.34571)  -0.10
O (-2.28167, 1.78536, -0.33035)  0.04
H (-3.55901, 3.10904, -1.26803)  0.12
H (-4.80685, 3.20562, 1.15436)  0.10
H (-3.36692, 1.54013, 2.72887)  0.12
H (-0.70004, 0.50664, 2.21896)  0.18
C (-1.56299, -1.20222, 1.25490)  -0.45
O (-0.72700, -2.07481, 1.35013)  0.07
N (-2.88857, -1.40176, 1.27891)  0.09
H (-3.48929, -0.63085, 1.01692)  0.13
C (-3.46086, -2.69743, 0.98438)  -0.13
H (-2.71738, -3.46215, 1.21104)  0.12
C (-3.83779, -2.73451, -0.49785)  -0.21
O (-4.78328, -1.70565, -0.72484)  -0.19
C (-4.75006, -1.19260, -2.03363)  -0.11
H (-5.48337, -0.38856, -2.06809)  0.09
H (-3.75540, -0.79855, -2.27105)  0.08
H (-5.01692, -1.95917, -2.77083)  0.09
H (-4.25881, -3.71243, -0.77148)  0.13
H (-2.93531, -2.54998, -1.09267)  0.11
H (-4.35037, -2.83680, 1.60235)  0.12
H (1.53835, -0.80740, 1.94226)  0.12
H (3.66001, 0.03348, 2.90216)  0.11
H (4.48851, 2.27094, 2.23954)  0.10
H (3.19947, 3.63963, 0.67081)  0.11
H (0.00949, 2.53453, -0.94531)  0.09
H (0.52672, 3.95157, -0.04003)  0.12



No. 2
This record from the OMol25 dataset describes an isolated molecule of C25H27N5O4 in a non-equilibrium geometry. The level of theory is the ωB97M-V functional and the def2-TZVPD basis.

As for the SMILES: [H]/N=c1/c(C(=O)NCCc2ccc(OC)cc2)cc2c(=O)n3cccc(C)c3nc2n1CCOC.

Last column: Löwdin charge in e.
CARTESIAN COORDINATES (ANGSTROEM)
C (0.00255, -4.58539, 0.64938)  -0.11
H (-1.06940, -4.47427, 0.44232)  0.09
O (0.47799, -3.54031, 1.45727)  -0.18
C (0.33059, -2.27301, 0.86452)  -0.21
C (0.88018, -1.22474, 1.83551)  -0.11
N (0.69117, 0.11592, 1.31630)  0.06
C (1.74684, 0.70016, 0.68837)  -0.19
N (2.89234, 0.00412, 0.63316)  0.17
C (3.94210, 0.54082, 0.05895)  -0.19
N (3.92909, 1.79697, -0.50058)  0.11
C (5.04042, 2.32263, -1.08350)  -0.02
C (6.20262, 1.62841, -1.13744)  -0.04
C (6.25873, 0.33447, -0.57789)  -0.01
C (5.15681, -0.21212, 0.01256)  -0.19
C (5.15078, -1.57091, 0.62863)  -0.04
H (4.96618, -1.49027, 1.69836)  0.09
H (6.09904, -2.07451, 0.46516)  0.08
H (4.34269, -2.16532, 0.20850)  0.08
H (7.18270, -0.22211, -0.61937)  0.12
H (7.07182, 2.06176, -1.60260)  0.11
H (4.90336, 3.31638, -1.48461)  0.13
C (2.73500, 2.60772, -0.49489)  -0.35
O (2.77511, 3.70780, -1.00061)  0.09
C (1.61637, 1.97959, 0.13833)  -0.05
C (0.35550, 2.61746, 0.20106)  0.08
C (-0.70602, 2.03767, 0.81825)  -0.03
C (-0.56971, 0.73187, 1.43984)  -0.28
N (-1.55157, 0.19735, 2.05224)  0.15
H (-1.40825, -0.72244, 2.44560)  0.06
C (-2.01055, 2.77230, 0.72250)  -0.46
O (-2.12544, 3.72772, -0.02788)  0.04
N (-2.99900, 2.33038, 1.52150)  0.07
C (-4.36931, 2.69779, 1.26692)  -0.17
H (-4.34523, 3.51952, 0.54726)  0.11
H (-4.83764, 3.05121, 2.19114)  0.12
C (-5.15762, 1.49937, 0.70467)  -0.13
C (-4.32607, 0.73572, -0.28945)  -0.25
C (-3.85449, 1.34754, -1.44754)  -0.03
C (-3.03524, 0.66810, -2.32155)  0.01
C (-2.67292, -0.65529, -2.07019)  -0.28
C (-3.14871, -1.27821, -0.92518)  -0.04
C (-3.95735, -0.57653, -0.04507)  -0.05
H (-4.30603, -1.07248, 0.84968)  0.11
H (-2.90043, -2.30551, -0.70353)  0.09
O (-1.85807, -1.23988, -3.00164)  -0.09
C (-1.54414, -2.60044, -2.85642)  -0.09
H (-0.94830, -2.86202, -3.72996)  0.09
H (-2.44510, -3.22315, -2.83583)  0.10
H (-0.95539, -2.78725, -1.95129)  0.07
H (-2.65744, 1.14243, -3.21314)  0.12
H (-4.11935, 2.37147, -1.66071)  0.12
H (-6.07288, 1.86795, 0.23632)  0.12
H (-5.43737, 0.83402, 1.52364)  0.11
H (-2.80965, 1.44753, 1.99750)  0.08
H (0.23380, 3.58295, -0.26767)  0.14
H (1.94997, -1.38623, 1.96520)  0.12
H (0.39276, -1.32966, 2.80805)  0.13
H (-0.73017, -2.06965, 0.64442)  0.11
H (0.89058, -2.21915, -0.08306)  0.13
H (0.54236, -4.63001, -0.30509)  0.09
H (0.16943, -5.50626, 1.20359)  0.09



No. 3
This record from the OMol25 dataset describes a cluster of 2 separate species, C25H27N5O8 in total in a non-equilibrium geometry. The level of theory is the ωB97M-V functional and the def2-TZVPD basis.

As for the SMILES: CC(=O)Nc1cccc(-c2nc(C(=O)O)c(O)c(=O)[nH]2)c1.CNC(=O)[C@H](Cc1ccc(O)cc1)NC(C)=O.

Last column: Löwdin charge in e.
CARTESIAN COORDINATES (ANGSTROEM)
O (3.98959, 6.28071, 5.57823)  0.09
O (-0.34853, 2.38736, 4.76977)  0.07
O (-0.24762, 2.51787, -3.41363)  0.03
O (-3.15178, -6.76746, -1.23840)  0.06
O (-0.32477, -4.40513, -0.10196)  0.06
N (2.50102, 4.90400, 3.70390)  0.18
O (3.22596, 5.14494, 7.36704)  0.12
O (1.05105, 3.51545, 6.82638)  0.09
O (-1.04780, 1.52128, 0.69333)  0.03
C (3.23838, 5.43210, 6.04241)  -0.43
C (0.52996, 3.18550, 4.47430)  -0.39
C (0.70696, 2.86325, -2.74041)  -0.51
C (-3.11159, -6.46386, -2.42092)  -0.58
C (-0.62064, -4.98609, -1.13678)  -0.44
C (1.74252, 4.34062, 2.78990)  -0.23
C (2.33382, 4.70159, 5.09132)  -0.07
C (1.33679, 3.82359, 5.51172)  -0.12
C (3.55315, 5.37255, -0.37804)  -0.05
C (-1.10992, -0.06005, -1.09813)  0.00
C (-2.18326, -0.57548, 1.03032)  0.01
C (3.24889, 5.17684, 0.97093)  -0.01
C (2.64531, 4.97119, -1.36007)  -0.01
C (1.11123, 4.23507, 0.35605)  0.04
C (-1.53223, -1.29679, -1.61622)  -0.02
C (-2.60060, -1.81776, 0.50946)  -0.01
C (-1.43371, 0.30494, 0.22502)  -0.31
C (2.02965, 4.58903, 1.36258)  -0.12
C (1.42357, 4.39901, -0.99472)  -0.27
C (-2.27054, -2.18641, -0.81181)  -0.22
N (0.71293, 3.49388, 3.16065)  0.21
N (0.51946, 3.98226, -1.96316)  0.11
N (0.09358, -6.08420, -1.42585)  0.03
N (-2.45750, -5.40225, -2.89621)  0.08
C (1.94897, 1.98687, -2.66637)  0.01
C (-3.82017, -7.32285, -3.44173)  0.00
C (0.12613, -6.90338, -2.63707)  -0.07
C (-2.76574, -3.50714, -1.38397)  -0.09
C (-1.72640, -4.41895, -2.07812)  -0.18
H (3.88453, 5.73761, 7.75440)  0.13
H (0.32316, 2.86027, 6.83713)  0.12
H (-0.87822, 2.10108, -0.04868)  0.07
H (4.49956, 5.82895, -0.65514)  0.11
H (-0.54897, 0.60947, -1.72374)  0.08
H (-2.42741, -0.29216, 2.04329)  0.11
H (3.97624, 5.48060, 1.72142)  0.12
H (2.88565, 5.11982, -2.40822)  0.12
H (0.14634, 3.82087, 0.62115)  0.10
H (-1.29892, -1.55227, -2.63871)  0.11
H (-3.16720, -2.49702, 1.13165)  0.11
H (0.25700, 2.90154, 2.47713)  0.14
H (-0.44369, 4.30125, -1.90565)  0.16
H (0.73068, -6.34046, -0.68691)  0.14
H (-2.50407, -5.23745, -3.88675)  0.14
H (2.14325, 1.69457, -1.63139)  0.09
H (1.80985, 1.08258, -3.26495)  0.09
H (2.81368, 2.53111, -3.05215)  0.08
H (-4.52008, -6.71102, -4.00705)  0.08
H (-3.08795, -7.77035, -4.11043)  0.08
H (-4.36570, -8.10837, -2.91975)  0.09
H (1.09413, -7.40052, -2.71440)  0.08
H (-0.65013, -7.66856, -2.58483)  0.07
H (-0.01745, -6.28709, -3.52462)  0.08
H (-3.54229, -3.26010, -2.10915)  0.12
H (-3.24415, -4.08082, -0.58869)  0.12
H (-1.18399, -3.79557, -2.78469)  0.14



E_HOMO (Ha)
-0.3192; -0.2924; -0.3039
Gap between HOMO and LUMO (eV)
9.37; 7.51; 7.79